1.
The following is a DFT calculation (ωB97M-V/def2-TZVPD) of a cluster of 3 separate species, C3H12O3 in total in a non-equilibrium geometry.

CARTESIAN COORDINATES (ANGSTROEM)
C: 1.008 -0.754 0.086
C: 1.015 0.774 0.008
C: -0.286 1.425 -0.507
O: 2.050 1.017 -0.941
H: 0.341 -1.109 0.771
H: 2.034 -1.167 0.399
H: 0.947 -1.166 -0.906
H: 1.353 1.321 0.918
H: -0.819 0.577 -0.821
H: 0.047 2.101 -1.290
H: -0.888 2.005 0.208
H: 2.930 0.571 -0.694
O: -3.538 -2.598 5.009
H: -3.291 -2.533 5.911
H: -3.656 -1.803 4.661
O: 0.173 0.453 -4.017
H: -0.036 0.893 -3.137
H: 1.132 0.663 -3.950

Force components x, y, z for each atom (eV/Å):
3.17 0.76 -0.10
1.48 0.17 0.79
1.49 0.20 0.65
2.13 0.27 -0.87
-2.11 -1.28 1.57
-1.25 0.90 -0.03
-0.81 -0.07 -0.46
-0.45 -0.85 0.00
-1.42 -0.62 -1.10
-0.40 -0.02 -0.32
0.48 -0.37 0.03
-2.34 0.94 -0.24
0.43 -5.77 0.95
0.30 0.34 1.13
-0.73 5.43 -2.08
0.99 1.42 2.23
-0.39 -0.92 -1.47
-0.56 -0.53 -0.70

- SMILES = CC(C)O.O.O
- maximum force (Eh/bohr) = 0.1140
- total charge = 0
- frontier orbital gap (eV) = 11.01
- LUMO (eV) = 0.7

The net atomic charges from Löwdin, expressed in e, are: -0.057, -0.474, -0.034, -0.119, 0.040, 0.106, 0.081, 0.137, 0.055, 0.076, 0.086, 0.130, 0.022, 0.025, -0.047, -0.097, 0.028, 0.043

=====

2.
The following is a DFT calculation (ωB97M-V/def2-TZVPD) of a structure of composition C22H23F5N2ORuSSeSi.

CARTESIAN COORDINATES (ANGSTROEM)
Ru: 1.525 1.076 -0.492
C: -2.873 5.960 -2.061
Si: -2.530 4.836 -0.613
C: -3.517 3.262 -0.768
C: -2.884 5.692 1.006
C: -0.652 4.497 -0.637
C: 0.218 5.586 -0.743
C: 1.601 5.441 -0.751
C: 2.130 4.172 -0.657
N: 1.322 3.115 -0.552
C: -0.020 3.265 -0.533
S: -0.662 1.631 -0.337
H: -3.934 6.217 -2.091
H: -2.621 5.477 -3.007
H: -2.315 6.897 -2.003
H: -4.574 3.529 -0.848
H: -3.407 2.613 0.102
H: -3.252 2.692 -1.660
H: -3.940 5.963 1.073
H: -2.301 6.609 1.112
H: -2.650 5.046 1.854
H: -0.196 6.585 -0.818
H: 2.258 6.295 -0.825
H: 3.194 3.981 -0.653
O: 0.602 -1.756 3.550
C: 0.246 -2.915 2.811
C: -0.801 -2.603 1.750
C: -0.322 -1.562 0.742
C: 0.784 -1.988 -0.186
C: 1.023 -3.331 -0.461
C: 1.950 -3.709 -1.412
C: 2.622 -2.724 -2.118
C: 2.357 -1.415 -1.795
N: 1.497 -1.035 -0.831
H: -0.068 -1.594 4.222
H: -0.107 -3.712 3.471
H: 1.171 -3.267 2.349
H: -1.688 -2.202 2.246
H: -1.131 -3.524 1.264
H: -0.004 -0.677 1.290
H: -1.158 -1.249 0.108
H: 0.463 -4.085 0.069
H: 2.128 -4.757 -1.616
H: 3.333 -2.954 -2.899
H: 2.857 -0.618 -2.332
F: 7.170 -2.122 0.893
C: 6.061 -1.430 1.097
C: 5.425 -1.476 2.327
F: 5.935 -2.212 3.303
C: 4.253 -0.762 2.531
F: 3.674 -0.818 3.723
C: 3.693 0.005 1.521
Se: 2.084 1.011 1.760
C: 4.371 0.044 0.319
F: 3.866 0.813 -0.698
C: 5.530 -0.657 0.075
F: 6.122 -0.605 -1.114

Force components x, y, z for each atom (eV/Å):
-0.09 0.05 0.17
0.00 0.00 0.00
-0.01 0.00 0.01
0.00 0.00 0.00
0.00 0.00 0.00
0.00 0.02 -0.01
-0.01 -0.02 0.00
0.01 -0.02 0.00
0.01 0.02 -0.02
0.02 -0.05 0.05
-0.03 0.00 -0.01
0.06 -0.05 -0.01
0.00 0.00 0.00
0.00 0.00 0.00
0.00 0.00 0.00
0.00 0.00 0.00
0.00 0.00 0.00
0.00 0.00 0.00
0.00 0.00 0.00
0.00 0.00 0.00
0.00 0.00 0.00
0.01 0.00 0.00
-0.01 0.01 0.00
0.00 -0.02 0.01
0.03 0.02 0.00
0.01 -0.02 -0.02
-0.01 0.00 0.00
0.02 0.04 0.01
-0.04 -0.02 -0.05
0.02 0.01 -0.01
-0.01 0.00 -0.01
-0.04 -0.01 0.02
0.07 0.07 -0.03
-0.05 -0.04 0.04
0.01 0.01 0.00
-0.01 0.00 0.00
-0.01 0.00 0.01
0.00 0.01 -0.01
0.01 -0.01 -0.01
-0.01 -0.01 0.00
0.00 -0.01 0.00
-0.01 0.00 0.01
0.00 0.00 0.00
0.00 -0.01 0.00
0.04 0.02 0.04
0.00 0.00 0.00
0.01 0.01 -0.02
-0.02 0.00 0.01
0.00 0.00 -0.01
0.00 -0.01 0.03
-0.02 0.00 0.00
0.03 0.00 -0.01
0.02 0.02 -0.15
-0.03 -0.01 0.01
-0.02 -0.01 -0.04
0.02 -0.02 0.00
0.00 0.01 0.00

- maximum force (Eh/bohr) = 0.0038
- total charge = +1
- multiplicity = 2
- frontier orbital gap (spin up / spin down) (eV) = 7.08 / 6.62
- LUMO (spin up / spin down) (eV) = -4.1 / -4.5

The net atomic charges from Löwdin, expressed in e, are: 0.751, -0.169, 0.517, -0.203, -0.167, -0.212, -0.048, -0.034, -0.100, -0.181, -0.666, 0.674, 0.041, 0.041, 0.031, 0.042, 0.017, 0.029, 0.040, 0.035, 0.038, 0.112, 0.116, 0.122, -0.077, -0.252, -0.173, -0.181, -0.231, 0.005, -0.017, -0.033, -0.128, -0.042, 0.098, 0.125, 0.115, 0.123, 0.111, 0.022, 0.115, 0.116, 0.123, 0.120, 0.110, 0.158, -0.125, -0.129, 0.154, -0.240, 0.114, -0.440, 0.903, -0.241, -0.032, -0.144, 0.141

=====

3.
The following is a DFT calculation (ωB97M-V/def2-TZVPD) of a structure of composition C3H4KMgO4 in a non-equilibrium geometry.

CARTESIAN COORDINATES (ANGSTROEM)
O: -2.772 -0.550 0.070
C: -2.702 0.752 0.098
C: -4.130 -0.967 -0.228
O: -1.643 1.370 0.138
O: -3.851 1.343 -0.063
C: -4.862 0.370 -0.409
H: -4.486 -1.546 0.630
H: -4.127 -1.591 -1.126
H: -5.705 0.501 0.275
H: -5.171 0.561 -1.441
O: 1.873 0.290 -0.431
Mg: 0.273 0.991 0.023
K: 4.671 -1.410 -0.843

Force components x, y, z for each atom (eV/Å):
0.12 -0.59 -0.06
0.17 0.27 -0.98
-0.23 -0.21 0.33
-0.15 -0.06 0.57
-0.21 0.41 0.06
-0.30 -0.08 0.07
0.07 0.14 -0.25
0.15 0.17 0.21
0.19 -0.02 -0.20
0.07 -0.01 0.28
-0.35 -0.02 0.27
1.36 -0.59 -0.43
-0.89 0.57 0.13

- maximum force (Eh/bohr) = 0.0300
- total charge = +1
- frontier orbital gap (eV) = 6.66
- LUMO (eV) = -3.0

The net atomic charges from Löwdin, expressed in e, are: 0.111, -0.558, -0.043, 0.037, 0.127, -0.048, 0.143, 0.143, 0.144, 0.144, -0.959, 0.845, 0.913

=====

4.
The following is a DFT calculation (ωB97M-V/def2-TZVPD) of a structure of composition C11H26CeN6O7 in a non-equilibrium geometry.

CARTESIAN COORDINATES (ANGSTROEM)
O: 0.611 -1.148 -2.818
H: 0.014 -1.551 -3.466
Ce: 0.259 0.067 -0.798
N: 1.874 -1.724 -0.465
N: -0.547 -2.006 0.115
N: 0.760 2.285 -0.368
N: -1.209 1.114 0.834
O: 2.981 -1.314 -0.933
O: 1.892 2.838 -0.965
O: -2.086 0.422 1.616
O: -1.657 -2.048 0.787
C: 0.048 -3.158 -0.333
C: 1.387 -2.968 -0.782
C: 0.056 3.067 0.463
C: -1.040 2.415 1.137
C: 2.122 -3.783 -1.766
H: 2.012 -3.339 -2.766
H: 1.747 -4.803 -1.809
H: 3.179 -3.802 -1.492
C: -0.671 -4.453 -0.438
H: -1.626 -4.323 -0.966
H: -0.851 -4.838 0.574
H: -0.059 -5.177 -0.989
C: 0.438 4.481 0.731
C: -1.829 3.188 2.141
H: 1.098 4.885 -0.045
H: 0.953 4.552 1.701
H: -0.453 5.117 0.803
H: -2.421 2.526 2.773
H: -2.501 3.901 1.641
H: -1.156 3.781 2.773
H: 1.963 2.285 -1.792
H: -1.954 -0.549 1.316
C: -1.784 0.301 -1.888
H: -1.677 -0.150 -2.888
H: -2.013 1.369 -1.964
H: -2.601 -0.179 -1.338
O: 1.515 1.029 -2.863
H: 1.117 -0.064 -3.108
H: 1.412 1.563 -3.670
C: 0.322 -1.007 4.567
N: 1.566 -0.427 4.109
C: 1.824 -0.054 2.829
N: 3.066 0.491 2.661
O: 1.001 -0.162 1.897
H: -0.400 -1.069 3.747
H: -0.103 -0.395 5.374
H: 0.498 -2.016 4.965
H: 2.298 -0.269 4.791
H: 3.380 0.634 1.716
H: 3.749 0.373 3.396

Force components x, y, z for each atom (eV/Å):
-0.24 -0.10 -0.25
0.30 0.34 0.28
1.04 -1.90 -1.13
0.43 -0.34 -0.63
-0.62 -1.22 1.00
-0.61 3.40 1.64
-0.32 3.24 2.08
-1.14 -0.57 0.57
-0.86 -0.15 0.34
0.46 0.09 -0.86
1.18 -0.28 -1.03
0.15 0.91 -0.03
-0.36 1.35 -0.08
2.75 -1.13 -2.63
-1.35 -3.24 0.00
0.28 -0.67 0.18
0.10 0.09 0.34
0.08 0.02 0.01
-0.05 0.02 -0.23
0.04 -0.16 0.08
0.16 -0.03 0.33
-0.19 0.00 -0.27
-0.27 0.18 0.26
-0.11 0.38 0.03
-0.06 -0.09 0.27
-0.15 -0.30 0.21
-0.05 -0.06 -0.23
0.16 -0.20 -0.01
0.05 0.06 -0.14
0.13 -0.24 0.04
-0.16 -0.18 -0.12
0.15 0.03 0.28
-0.31 0.44 0.20
-0.26 -0.11 -0.17
-0.17 0.30 0.41
0.08 0.01 -0.07
0.08 -0.04 -0.03
-0.30 0.31 -0.27
0.13 -0.07 -0.08
-0.02 -0.26 0.45
-0.28 -0.20 0.36
0.14 0.15 -0.43
-0.07 -0.02 0.11
-0.34 -0.07 -0.07
0.37 0.23 0.11
0.30 0.09 0.11
0.03 -0.15 -0.26
-0.11 0.22 -0.15
-0.34 -0.10 -0.18
0.14 -0.05 0.05
0.04 0.09 -0.37

- maximum force (Eh/bohr) = 0.0772
- total charge = +1
- multiplicity = 2
- frontier orbital gap (spin up / spin down) (eV) = 7.29 / 7.21
- LUMO (spin up / spin down) (eV) = -4.3 / -4.5

The net atomic charges from Löwdin, expressed in e, are: -0.275, 0.076, 1.301, -0.194, -0.159, -0.121, -0.083, 0.009, -0.002, 0.009, -0.051, -0.206, -0.223, -0.194, -0.208, 0.004, 0.107, 0.080, 0.100, 0.011, 0.106, 0.106, 0.080, 0.015, 0.012, 0.096, 0.116, 0.101, 0.090, 0.112, 0.097, 0.068, 0.064, -0.177, 0.028, 0.033, 0.032, -0.229, -0.004, 0.081, -0.050, 0.019, -0.550, 0.182, -0.035, 0.081, 0.091, 0.091, 0.144, 0.109, 0.110

=====

5.
The following is a DFT calculation (ωB97M-V/def2-TZVPD) of a cluster of 2 separate species, C4H12N2O in total in a non-equilibrium geometry.

CARTESIAN COORDINATES (ANGSTROEM)
C: 0.263 1.887 0.836
C: 2.213 -0.696 0.374
C: -1.124 -1.526 -0.716
C: -0.089 1.534 -0.582
N: 1.120 -1.454 -0.142
N: -0.113 -0.895 0.041
O: -1.373 1.597 -1.033
H: 0.222 0.970 1.365
H: 1.370 2.181 0.802
H: -0.557 2.490 1.216
H: 3.095 -1.216 -0.187
H: 2.078 0.344 0.036
H: 2.270 -0.641 1.419
H: -1.612 -2.294 -0.053
H: -1.982 -0.946 -0.934
H: -0.695 -1.973 -1.670
H: 0.585 1.438 -1.377
H: 1.353 -1.873 -1.080
H: -2.089 1.712 -0.275

Force components x, y, z for each atom (eV/Å):
1.04 -0.16 -2.18
1.25 -0.32 -3.26
0.49 -2.40 -0.12
-1.15 -0.50 1.45
-1.18 -1.03 -0.79
1.03 0.91 0.17
-2.44 0.52 1.95
0.01 -0.96 0.95
-1.80 0.51 0.67
0.62 0.96 0.41
-0.93 1.40 1.67
0.60 -0.16 -0.15
0.23 -0.51 1.55
0.68 -0.14 -0.73
-0.38 1.41 -0.44
-0.77 0.16 0.87
0.89 0.07 -0.91
-0.78 0.62 1.05
2.61 -0.39 -2.15

- maximum force (Eh/bohr) = 0.0682
- total charge = 0
- frontier orbital gap (spin up / spin down) (eV) = 7.89 / 7.13
- LUMO (spin up / spin down) (eV) = 0.9 / 0.9

The net atomic charges from Löwdin, expressed in e, are: -0.107, -0.122, -0.162, -0.273, -0.172, -0.111, -0.069, 0.024, 0.102, 0.072, 0.122, 0.043, 0.057, 0.089, 0.040, 0.090, 0.084, 0.127, 0.166

=====

6.
The following is a DFT calculation (ωB97M-V/def2-TZVPD) of a structure of composition C28H27AsBF5N4O5Pd in a non-equilibrium geometry.

CARTESIAN COORDINATES (ANGSTROEM)
Pd: -0.079 0.028 -0.048
C: -0.799 0.870 3.272
N: 0.195 0.097 2.541
C: 0.131 -1.303 2.938
C: 1.538 0.639 2.754
C: 2.518 0.140 1.719
C: 3.843 -0.158 2.031
C: 4.729 -0.512 1.028
C: 4.313 -0.586 -0.288
C: 2.982 -0.332 -0.606
C: 2.117 0.030 0.399
H: -0.605 0.834 4.353
H: -1.791 0.467 3.082
H: -0.784 1.907 2.944
H: 0.311 -1.409 4.016
H: 0.876 -1.880 2.392
H: -0.857 -1.702 2.706
H: 1.890 0.400 3.770
H: 1.475 1.729 2.658
H: 4.180 -0.114 3.056
H: 5.753 -0.745 1.278
H: 5.011 -0.853 -1.069
H: 2.643 -0.426 -1.632
F: -4.398 5.242 -1.819
C: -3.348 4.532 -1.372
C: -3.049 3.284 -1.901
F: -3.785 2.757 -2.897
C: -1.969 2.572 -1.424
F: -1.732 1.333 -1.971
C: -1.093 3.021 -0.399
O: -0.100 2.355 0.014
C: -1.448 4.309 0.108
F: -0.680 4.840 1.080
C: -2.529 5.032 -0.358
F: -2.810 6.231 0.171
C: -0.104 1.760 -4.400
As: -0.151 -0.133 -3.899
C: -1.909 -0.834 -4.382
C: 1.177 -0.977 -5.070
O: 0.280 -0.503 -2.375
H: -0.009 1.842 -5.480
H: 0.752 2.236 -3.920
H: -1.014 2.266 -4.089
H: -2.098 -0.696 -5.444
H: -2.670 -0.309 -3.805
H: -1.945 -1.896 -4.138
H: 0.858 -0.953 -6.109
H: 1.329 -2.009 -4.752
H: 2.125 -0.443 -4.970
O: -2.964 0.693 0.880
B: -2.149 -0.244 0.259
O: -2.948 -1.094 -0.516
C: -4.239 -0.679 -0.358
C: -5.408 -1.177 -0.898
C: -6.587 -0.546 -0.524
C: -6.594 0.540 0.338
C: -5.417 1.055 0.864
C: -4.245 0.425 0.500
H: -5.405 -2.013 -1.579
H: -7.525 -0.907 -0.919
H: -7.536 0.992 0.611
H: -5.403 1.917 1.510
N: -1.217 -3.528 -0.912
C: -0.084 -3.418 -0.181
O: 0.406 -2.326 0.131
C: 0.542 -4.661 0.229
C: 1.702 -4.629 0.995
N: 2.654 -4.614 1.644
C: -0.028 -5.895 -0.046
N: -0.529 -6.909 -0.279
H: -1.746 -2.683 -1.090
H: -1.662 -4.424 -1.020

Force components x, y, z for each atom (eV/Å):
0.66 -0.14 -0.15
-0.26 0.31 0.05
-0.30 -0.06 -0.62
0.10 -0.50 0.04
-0.06 0.26 -0.15
-0.95 0.13 -0.23
-0.10 0.04 -0.32
0.12 -0.05 0.01
-0.07 0.11 0.31
-0.83 0.09 -0.87
0.87 -0.29 0.85
0.04 -0.02 -0.07
0.05 -0.01 0.06
0.03 0.04 -0.07
0.01 0.07 -0.02
-0.08 -0.03 0.02
0.08 -0.03 0.02
-0.07 -0.02 -0.17
-0.04 -0.13 0.07
-0.09 0.06 0.13
0.08 -0.02 0.05
-0.07 -0.05 -0.06
-0.05 -0.04 0.13
0.20 -0.13 0.06
0.11 -0.11 0.08
-0.14 0.23 -0.05
0.03 0.14 0.19
0.42 0.06 0.29
-0.29 0.38 0.36
-1.96 0.76 -1.07
1.71 -2.00 0.91
0.44 -0.47 0.00
-0.20 -0.09 -0.14
-0.25 -0.03 -0.21
0.09 -0.23 -0.10
-0.05 -0.33 0.20
-0.22 0.21 -2.06
0.30 0.14 0.22
-0.25 0.15 0.32
-0.01 -0.09 2.02
0.06 -0.10 -0.07
-0.02 -0.11 0.02
-0.03 -0.07 0.06
0.06 0.05 -0.06
0.08 0.05 0.01
0.12 0.04 0.00
-0.06 0.04 -0.04
-0.12 0.07 0.04
-0.15 0.03 0.04
1.40 -0.01 0.45
-0.93 0.58 -0.61
1.41 -0.33 0.09
-0.69 0.93 0.56
0.42 -0.10 -0.04
-0.09 0.02 -0.03
-0.07 0.00 0.01
0.44 0.11 0.05
-0.71 -0.83 -0.59
0.01 -0.12 -0.03
-0.03 -0.05 -0.03
-0.02 0.06 -0.02
-0.04 0.07 0.12
-0.44 0.56 -0.32
-0.01 -2.46 -0.09
0.51 2.53 0.52
-0.47 1.55 -0.36
0.47 0.18 0.33
0.37 0.10 0.23
-0.40 -0.52 -0.21
-0.22 -0.24 -0.14
0.10 -0.39 0.03
0.06 0.05 0.01

- maximum force (Eh/bohr) = 0.0541
- total charge = 0
- frontier orbital gap (spin up / spin down) (eV) = 3.38 / 3.34
- LUMO (spin up / spin down) (eV) = -3.8 / -3.8

The net atomic charges from Löwdin, expressed in e, are: 1.060, -0.072, -0.262, -0.068, -0.138, -0.212, -0.019, -0.066, -0.062, -0.074, -0.016, 0.103, 0.082, 0.095, 0.104, 0.082, 0.097, 0.139, 0.138, 0.119, 0.110, 0.111, 0.091, 0.101, -0.147, -0.154, 0.101, -0.141, -0.009, -0.329, -0.071, -0.126, 0.095, -0.143, 0.115, -0.178, 1.005, -0.180, -0.192, -0.532, 0.038, 0.050, 0.021, 0.038, 0.028, 0.041, 0.034, 0.042, 0.038, 0.160, -0.428, 0.133, -0.185, 0.018, -0.076, -0.073, 0.022, -0.189, 0.122, 0.107, 0.108, 0.125, 0.187, -0.510, -0.053, -0.222, -0.264, 0.120, -0.278, 0.119, 0.072, 0.097